(1)
{"formula": "C18H28N2O4PS3Se2TaTe", "method": "ωB97M-V with the def2-TZVPD basis set", "relative_energy_kcal_mol": 13.0, "lumo_energy_ev": -7.333, "total_charge": 2, "gap_ha": 0.253, "e_homo_ha": -0.522, "species": ["Ta", "C", "Se", "C", "C", "Se", "C", "H", "H", "H", "H", "H", "H", "H", "H", "H", "H", "S", "C", "C", "C", "C", "N", "C", "C", "C", "S", "C", "N", "H", "H", "C", "S", "C", "O", "H", "H", "H", "H", "H", "H", "C", "C", "O", "P", "O", "Te", "O", "C", "C", "H", "H", "H", "H", "H", "H", "H", "H", "H", "H"], "xyz": [[0.45, -0.07, 0.40], [0.69, -2.70, 3.13], [0.44, -0.77, 3.13], [2.18, -0.20, 3.81], [3.32, -0.41, 2.85], [3.05, 0.72, 1.28], [4.54, 0.11, 0.20], [0.94, -3.00, 4.14], [1.46, -2.99, 2.42], [-0.26, -3.13, 2.84], [2.34, -0.75, 4.74], [2.05, 0.85, 4.07], [3.40, -1.44, 2.51], [4.26, -0.12, 3.31], [4.67, -0.97, 0.28], [5.43, 0.62, 0.55], [4.33, 0.40, -0.83], [1.10, 0.95, -1.66], [-0.06, 2.28, -1.66], [0.28, 3.48, -2.28], [-0.65, 4.51, -2.35], [-0.27, 5.76, -2.95], [0.05, 6.75, -3.44], [-1.94, 4.33, -1.82], [-2.28, 3.13, -1.21], [-1.34, 2.11, -1.10], [-1.76, 0.59, -0.33], [-2.91, 5.39, -1.87], [-3.67, 6.25, -1.88], [1.26, 3.63, -2.70], [-3.28, 3.00, -0.82], [0.30, 4.35, 1.49], [0.00, 2.83, 2.36], [-1.78, 2.85, 2.44], [0.37, 1.77, 1.30], [0.00, 5.18, 2.13], [-0.26, 4.35, 0.56], [1.37, 4.41, 1.30], [-2.07, 3.64, 3.14], [-2.12, 1.89, 2.81], [-2.19, 3.05, 1.45], [-2.10, -5.71, -0.87], [-1.60, -4.94, 0.32], [-0.29, -4.29, 0.02], [-0.13, -2.86, -0.54], [-0.67, -1.80, 0.48], [2.13, -2.15, -0.67], [-0.96, -2.64, -1.83], [-0.56, -3.22, -3.13], [-1.51, -2.68, -4.17], [-2.99, -6.27, -0.56], [-1.36, -6.43, -1.21], [-2.39, -5.06, -1.69], [-1.37, -5.58, 1.17], [-2.29, -4.16, 0.64], [-0.62, -4.30, -3.04], [0.47, -2.92, -3.32], [-2.54, -2.96, -3.95], [-1.24, -3.10, -5.14], [-1.44, -1.60, -4.23]], "mulliken_charge": [0.011, -0.897, 0.242, -0.933, -0.550, 0.269, -1.148, 0.500, 0.279, 0.171, 0.534, 0.416, 0.299, 0.522, 0.378, 0.407, 0.335, -0.202, 0.474, -0.788, 0.617, -0.462, -0.388, 0.600, -0.972, 0.561, -0.232, -0.387, -0.390, 0.592, 0.685, -0.784, 0.423, -0.675, 0.473, 0.502, 0.029, 0.354, 0.519, 0.270, 0.076, -1.152, -0.139, -0.185, 0.628, -0.558, -0.096, -0.056, -0.219, -1.267, 0.413, 0.329, 0.196, 0.353, 0.310, 0.349, 0.349, 0.313, 0.416, 0.287]}

(2)
{"formula": "C18H28N2O4S", "method": "ωB97M-V with the def2-TZVPD basis set", "relative_energy_kcal_mol": 435.4, "lumo_energy_ev": 0.416, "total_charge": 0, "gap_ha": 0.298, "e_homo_ha": -0.283, "species": ["C", "H", "O", "C", "C", "C", "C", "C", "C", "H", "H", "S", "O", "O", "N", "C", "H", "C", "N", "C", "C", "O", "C", "C", "H", "H", "H", "C", "H", "H", "H", "C", "H", "H", "H", "H", "H", "C", "H", "C", "H", "H", "C", "H", "H", "H", "H", "H", "H", "H", "H", "H", "H"], "xyz": [[-3.05, 2.98, -1.59], [-2.19, 3.52, -1.01], [-3.30, 1.78, -1.35], [-2.14, 0.84, -1.52], [-0.75, 1.24, -2.07], [0.12, 0.09, -2.22], [-0.11, -1.30, -1.70], [-1.30, -1.39, -1.34], [-2.30, -0.49, -1.22], [-3.30, -0.74, -0.65], [-1.61, -2.52, -1.10], [1.24, -2.28, -2.02], [2.14, -1.98, -2.93], [0.55, -3.60, -1.65], [2.24, -1.83, -0.60], [1.72, -2.44, 0.79], [1.22, -3.26, 0.80], [0.84, -1.36, 1.50], [1.44, 0.07, 1.79], [0.64, 0.68, 2.69], [-0.40, 1.50, 1.98], [-0.73, 1.26, 0.77], [-1.54, 2.20, 2.87], [-1.24, 3.56, 2.66], [-1.23, 4.13, 1.38], [-0.19, 4.05, 3.00], [-1.73, 4.34, 3.36], [-1.40, 2.02, 4.32], [-1.48, 0.77, 4.69], [-2.05, 2.52, 5.06], [-0.35, 2.28, 4.70], [-2.76, 1.98, 2.44], [-3.01, 2.03, 1.41], [-3.00, 0.87, 2.82], [-3.52, 2.53, 3.01], [1.19, 1.59, 2.99], [0.45, 0.32, 3.47], [1.99, 0.45, 0.81], [2.32, 1.65, 1.02], [3.40, -0.15, 0.22], [4.09, 0.67, 0.12], [3.81, -0.70, 1.21], [3.39, -1.19, -0.74], [3.36, -0.73, -1.63], [4.28, -1.75, -0.85], [1.46, 0.81, -0.02], [0.45, -1.72, 2.51], [-0.02, -1.00, 0.99], [2.59, -2.40, 1.28], [1.00, 0.30, -2.84], [-0.77, 2.18, -2.56], [-2.85, 3.23, -2.76], [-3.97, 3.72, -1.31]], "mulliken_charge": [-0.658, 0.233, -0.306, 0.509, -1.033, -1.042, -0.352, 1.155, -0.270, 0.204, 0.158, 1.063, -0.598, -0.726, -0.132, -2.013, 0.815, 0.021, 0.393, -2.699, 0.246, -0.150, 3.110, -1.693, 0.067, 0.329, 0.421, -1.889, 0.237, 0.403, 0.378, -1.598, 0.155, 0.261, 0.390, 0.784, 1.072, 0.118, 0.308, -1.554, 0.449, 0.241, -0.443, 0.475, 0.314, 0.138, 0.341, 0.234, 0.621, 0.380, 0.634, 0.292, 0.206]}

(3)
{"formula": "C18H28NO2ReS2Se2", "method": "ωB97M-V with the def2-TZVPD basis set", "lumo_energy_ev": [2.163, 2.431], "multiplicity": 2, "total_charge": -1, "gap_ha": [0.218, 0.222], "e_homo_ha": [-0.139, -0.132], "species": ["Re", "O", "C", "C", "C", "O", "C", "Se", "C", "Se", "H", "H", "H", "H", "H", "H", "H", "H", "H", "H", "C", "C", "S", "C", "C", "S", "H", "H", "H", "H", "H", "H", "C", "N", "C", "C", "C", "C", "C", "C", "C", "C", "H", "H", "H", "H", "H", "H", "H", "H", "H", "H", "H", "H"], "xyz": [[0.20, 0.79, -0.41], [2.29, -1.44, 0.95], [3.11, -1.08, 2.02], [3.08, 0.45, 2.21], [4.12, 0.78, 3.30], [4.19, 2.13, 3.66], [3.47, 1.22, 0.94], [2.68, 0.68, -0.79], [1.72, 0.90, 2.74], [0.07, 0.10, 1.97], [2.18, -2.39, 0.90], [4.15, -1.40, 1.84], [2.76, -1.54, 2.96], [5.12, 0.43, 2.96], [3.87, 0.24, 4.22], [4.29, 2.65, 2.85], [4.55, 1.14, 0.77], [3.21, 2.28, 1.06], [1.61, 1.98, 2.62], [1.66, 0.68, 3.80], [-3.59, 3.67, -0.74], [-2.20, 3.10, -0.75], [-2.12, 1.37, -0.55], [-1.08, 3.82, -0.95], [-1.07, 5.30, -1.18], [0.48, 3.05, -0.96], [-4.31, 2.87, -0.60], [-3.80, 4.16, -1.69], [-3.71, 4.40, 0.06], [-2.08, 5.68, -1.34], [-0.46, 5.53, -2.06], [-0.63, 5.82, -0.32], [-2.93, -1.48, -2.23], [-3.30, -2.02, -0.94], [-3.85, -3.35, -1.08], [-2.23, -1.92, 0.05], [-0.89, -2.28, -0.55], [-0.63, -3.63, -0.75], [0.39, -4.06, -1.59], [1.15, -3.11, -2.25], [0.96, -1.77, -1.97], [-0.02, -1.30, -1.09], [-3.84, -1.28, -2.80], [-2.29, -2.17, -2.81], [-2.38, -0.55, -2.08], [-4.62, -3.32, -1.84], [-4.30, -3.66, -0.13], [-3.11, -4.10, -1.38], [-2.48, -2.58, 0.89], [-2.22, -0.89, 0.42], [-1.23, -4.37, -0.24], [0.56, -5.12, -1.73], [1.91, -3.41, -2.95], [1.62, -1.06, -2.46]], "mulliken_charge": [0.147, -0.038, -1.363, 2.301, -1.366, -0.534, -1.549, -0.349, -1.217, -0.213, 0.169, 0.386, 0.396, 0.438, 0.452, 0.376, 0.363, 0.444, 0.358, 0.491, -1.711, 0.716, -0.415, 0.532, -1.442, -0.377, 0.375, 0.348, 0.334, 0.368, 0.321, 0.262, -0.882, 0.152, -0.877, -1.374, 0.878, -0.531, -0.652, -0.900, -0.504, 0.916, 0.354, 0.261, 0.155, 0.317, 0.299, 0.322, 0.564, -0.128, 0.493, 0.394, 0.386, 0.354]}

(4)
{"formula": "C18H29BBr39NO6P2", "method": "ωB97M-V with the def2-TZVPD basis set", "lumo_energy_ev": -0.311, "total_charge": 0, "gap_ha": 0.339, "e_homo_ha": -0.350, "species": ["C", "C", "C", "N", "O", "P", "O", "O", "P", "O", "O", "B", "O", "C", "C", "H", "H", "H", "H", "H", "H", "H", "H", "H", "H", "H", "H", "H", "H", "H", "H", "C", "Br", "Br", "Br", "H", "C", "Br", "Br", "Br", "H", "C", "Br", "Br", "Br", "H", "C", "Br", "Br", "Br", "H", "C", "Br", "Br", "Br", "H", "C", "Br", "Br", "Br", "H", "C", "Br", "Br", "Br", "H", "C", "Br", "Br", "Br", "H", "C", "Br", "Br", "Br", "H", "C", "Br", "Br", "Br", "H", "C", "Br", "Br", "Br", "H", "C", "Br", "Br", "Br", "H", "C", "Br", "Br", "Br", "H"], "xyz": [[2.30, -1.59, -3.40], [2.03, -1.69, -1.89], [0.78, -2.53, -1.61], [-0.35, -1.96, -2.31], [-0.86, -0.93, -1.45], [-1.65, 0.16, -2.30], [-2.77, -0.45, -3.01], [-2.13, 1.22, -1.17], [-1.97, 0.63, 0.39], [-0.56, 0.77, 0.79], [-0.71, 0.97, -3.25], [-0.03, 2.14, -2.83], [-0.77, 3.27, -2.74], [1.50, 2.15, -2.48], [1.76, 2.49, -0.99], [1.72, -2.32, -3.96], [2.02, -0.62, -3.80], [3.35, -1.80, -3.60], [2.88, -2.12, -1.36], [1.77, -0.71, -1.50], [0.96, -3.56, -1.93], [0.60, -2.51, -0.53], [-1.08, -2.61, -2.56], [-2.43, -0.69, 0.36], [-2.78, 1.28, 1.30], [-0.21, 4.04, -2.86], [1.98, 2.93, -3.09], [1.93, 1.19, -2.76], [2.12, 1.61, -0.46], [2.53, 3.25, -0.92], [0.87, 2.86, -0.49], [5.43, 0.61, -5.73], [7.24, -0.01, -5.73], [4.26, -0.61, -6.64], [4.81, 0.99, -3.95], [5.41, 1.55, -6.27], [4.14, -0.86, 1.87], [5.17, -0.61, 0.26], [2.28, -0.55, 1.57], [4.46, -2.59, 2.65], [4.48, -0.12, 2.58], [-3.32, 0.56, 4.67], [-4.16, 1.86, 3.53], [-2.30, -0.74, 3.68], [-2.28, 1.40, 6.04], [-4.12, 0.01, 5.16], [3.47, 2.43, -9.49], [5.29, 1.83, -9.44], [2.34, 1.23, -10.47], [2.79, 2.75, -7.71], [3.46, 3.38, -10.01], [-5.33, 4.00, -0.54], [-6.34, 3.73, -2.15], [-3.88, 2.71, -0.43], [-4.67, 5.80, -0.40], [-6.00, 3.84, 0.29], [-2.85, -3.35, 7.20], [-1.74, -1.83, 7.59], [-3.26, -4.37, 8.77], [-4.45, -2.87, 6.25], [-2.27, -3.99, 6.55], [6.56, 4.65, -3.04], [5.64, 4.95, -4.71], [5.32, 4.36, -1.60], [7.85, 3.24, -3.17], [7.10, 5.56, -2.82], [-8.40, 0.19, 5.25], [-9.29, -0.23, 3.60], [-6.86, -0.94, 5.53], [-7.94, 2.05, 5.36], [-9.09, -0.02, 6.05], [3.63, 6.82, -9.25], [3.31, 6.34, -11.09], [4.88, 5.62, -8.43], [4.17, 8.65, -9.08], [2.69, 6.71, -8.73], [-5.38, -6.46, 11.78], [-6.37, -5.25, 10.68], [-4.29, -7.64, 10.72], [-4.34, -5.53, 13.11], [-6.09, -7.08, 12.31], [-9.44, -7.72, 12.09], [-10.30, -6.47, 10.91], [-8.28, -8.92, 11.14], [-8.49, -6.82, 13.51], [-10.21, -8.31, 12.55], [-1.84, -5.34, 3.47], [-0.62, -3.93, 3.96], [-2.42, -6.34, 5.01], [-3.33, -4.66, 2.46], [-1.30, -6.02, 2.83], [10.48, 3.59, -6.65], [11.60, 3.89, -8.18], [8.63, 3.89, -7.06], [10.77, 1.85, -5.90], [10.76, 4.31, -5.90]], "mulliken_charge": [-1.041, 0.807, -1.058, -0.353, -0.008, 0.722, -0.794, -0.016, 0.740, -0.448, -0.392, 0.547, -0.597, 0.783, -0.513, 0.358, 0.227, 0.244, 0.336, -0.576, 0.550, 0.294, 0.214, 0.139, -0.458, 0.295, 0.355, -0.971, 0.065, 0.110, 0.223, -0.061, -0.014, -0.024, 0.116, 0.061, -0.409, -0.047, 0.067, -0.051, 0.428, 0.095, -0.042, 0.317, -0.026, -0.192, 0.044, -0.011, -0.025, 0.042, -0.063, -0.430, -0.032, 0.293, -0.043, 0.339, 0.051, -0.015, 0.007, 0.026, -0.085, -0.383, 0.019, -0.003, -0.004, 0.366, -0.389, -0.014, 0.058, -0.029, 0.350, -0.372, -0.044, 0.083, -0.036, 0.356, -0.098, 0.076, -0.012, -0.007, 0.017, -0.313, 0.008, 0.005, -0.015, 0.334, -0.301, -0.052, -0.022, -0.021, 0.352, -0.334, -0.040, 0.076, -0.037, 0.327]}

Calculated values (eV) of energy for the records, taken in order: -211612.211, -41107.596, -179199.099, -2783822.730.
Calculated values (hartree/bohr) of strongest force on any atom for the records, taken in order: 0.010, 0.378, 0.031, 0.055.